Record 1
A structure of composition C32H68BrN3O13PS in a non-equilibrium geometry, computed with the ωB97M-V functional and the def2-TZVPD basis.

Geometry as ORCA input:
```
! wB97M-V def2-TZVPD RIJCOSX def2/J DEFGRID3
* xyz 1 1
C 1.975 -1.936 4.757
C 3.307 -1.122 5.073
O 3.436 0.169 4.432
C 2.220 0.644 3.836
C 2.552 2.143 3.310
O 1.418 3.028 3.320
C 0.228 2.452 2.764
C 0.362 1.835 1.301
O -0.827 0.986 1.104
C -0.539 -0.319 1.624
N -1.686 -1.264 1.493
C -2.716 -1.216 2.342
N -3.819 -2.179 2.158
N -2.686 -0.213 3.404
Br -2.362 -0.976 5.077
P -4.077 0.879 3.400
O -4.058 1.894 2.032
O -3.817 1.942 4.726
S -5.792 0.020 3.683
H 2.075 -2.980 5.217
H 1.909 -2.091 3.635
H 1.028 -1.473 5.205
H 4.174 -1.764 4.677
H 3.469 -1.093 6.208
H 1.354 0.741 4.570
H 1.931 0.069 2.884
H 3.375 2.546 3.997
H 3.025 2.077 2.271
H -0.280 1.689 3.459
H -0.532 3.309 2.682
H 1.251 1.153 1.133
H 0.317 2.625 0.473
H 0.324 -0.787 1.027
H -0.203 -0.313 2.709
H -1.693 -1.985 0.732
H -3.458 -3.150 2.247
H -4.095 -2.078 1.159
H -4.032 2.841 2.354
H -4.288 1.487 5.467
C 3.145 -0.201 -3.066
C 2.231 0.427 -2.048
O 2.187 0.018 -0.899
C 1.377 1.578 -2.504
H 3.701 -1.017 -2.599
H 2.558 -0.604 -3.893
H 3.856 0.542 -3.435
H 0.712 1.252 -3.307
H 2.011 2.398 -2.847
H 0.769 1.931 -1.669
C 6.001 -2.871 8.879
C 5.310 -3.162 7.574
O 4.094 -3.184 7.493
C 6.180 -3.424 6.373
H 5.253 -2.702 9.655
H 6.621 -3.722 9.169
H 6.615 -1.973 8.783
H 6.808 -4.299 6.553
H 6.802 -2.551 6.166
H 5.549 -3.619 5.504
C -5.251 -4.219 4.583
C -4.493 -5.350 3.943
O -3.598 -5.134 3.137
C -4.875 -6.752 4.330
H -4.863 -3.271 4.206
H -6.310 -4.291 4.328
H -5.120 -4.247 5.667
H -5.918 -6.938 4.066
H -4.726 -6.895 5.402
H -4.245 -7.462 3.790
C 4.752 4.694 -4.926
C 3.410 4.989 -4.316
O 3.057 4.467 -3.271
C 2.516 5.955 -5.047
H 5.289 3.984 -4.294
H 4.622 4.254 -5.914
H 5.338 5.612 -4.997
H 2.288 5.569 -6.043
H 3.004 6.928 -5.123
H 1.582 6.073 -4.494
C -6.324 5.679 0.026
C -6.026 4.566 0.994
O -5.030 4.592 1.700
C -7.003 3.423 1.059
H -5.536 6.433 0.088
H -6.355 5.286 -0.992
H -7.277 6.146 0.279
H -7.064 2.931 0.086
H -7.986 3.792 1.357
H -6.662 2.695 1.798
C 6.434 3.824 -9.532
C 5.401 4.807 -9.048
O 5.069 4.851 -7.876
C 4.795 5.734 -10.068
H 6.783 3.223 -8.691
H 5.994 3.161 -10.280
H 7.285 4.359 -9.958
H 4.283 5.154 -10.839
H 5.575 6.353 -10.517
H 4.069 6.386 -9.579
C -3.588 -4.955 -0.168
C -2.843 -3.990 -1.052
O -2.593 -2.845 -0.691
C -2.415 -4.486 -2.404
H -3.837 -4.470 0.775
H -4.514 -5.265 -0.656
H -2.963 -5.824 0.042
H -3.291 -4.777 -2.988
H -1.739 -5.336 -2.290
H -1.890 -3.691 -2.934
C -2.605 -2.148 -5.723
C -1.553 -3.184 -6.021
O -1.154 -3.948 -5.159
C -1.013 -3.238 -7.424
H -2.902 -2.223 -4.675
H -2.204 -1.148 -5.903
H -3.483 -2.320 -6.349
H -0.542 -2.287 -7.679
H -1.821 -3.458 -8.125
H -0.265 -4.030 -7.494
*
```

Summary:
**Strongest force on any atom**: 3.822 eV/Å
**Frontier orbital gap**: 6.69 eV
**Energy relative to the best compared isomer or geometry (same formula, charge and spin)**: 56.6 kcal/mol
**E**: -155533.1714 eV

=====

Record 2
A structure of composition C4H9NO2 in a non-equilibrium geometry, computed with the ωB97M-V functional and the def2-TZVPD basis.

Geometry as ORCA input:
```
! wB97M-V def2-TZVPD RIJCOSX def2/J DEFGRID3
* xyz 0 1
C 0.023 -0.722 0.067
C 0.392 -1.081 1.486
N -1.314 0.555 0.208
C 0.094 0.612 -0.437
C 0.775 1.661 -0.832
O -2.463 0.120 -0.474
O 1.739 -1.011 -0.728
H -2.494 0.603 -1.314
H 1.714 -1.114 -1.686
H -1.540 1.268 0.899
H -0.510 -1.469 -0.520
H 0.801 -0.229 2.027
H 1.181 -1.828 1.406
H -0.474 -1.489 2.005
H 1.784 1.500 -1.175
H 0.293 2.625 -0.932
*
```

Summary:
**Strongest force on any atom**: 5.243 eV/Å
**Frontier orbital gap**: 8.95 eV
**Energy relative to the best compared isomer or geometry (same formula, charge and spin)**: 165.2 kcal/mol
**E**: -9872.8970 eV

=====

Record 3
An isolated molecule of C5H11NO in a non-equilibrium geometry, computed with the ωB97M-V functional and the def2-TZVPD basis.

Geometry as ORCA input:
```
! wB97M-V def2-TZVPD RIJCOSX def2/J DEFGRID3
* xyz 0 1
C 0.800 1.777 1.808
C 0.870 0.392 1.165
C -0.457 -0.001 0.527
O -1.523 0.395 0.936
N -0.383 -0.940 -0.522
C -1.682 -1.233 -1.117
C 0.641 -0.717 -1.541
H 1.217 2.497 1.101
H 1.404 1.858 2.698
H -0.244 2.036 1.934
H 1.628 0.293 0.390
H 1.096 -0.364 1.915
H -2.446 -1.366 -0.361
H -1.651 -2.163 -1.687
H -1.991 -0.418 -1.782
H 0.814 0.341 -1.764
H 0.324 -1.202 -2.461
H 1.583 -1.186 -1.242
*
```

Summary:
**Strongest force on any atom**: 1.238 eV/Å
**Frontier orbital gap**: 10.23 eV
**SMILES string**: CCC(=O)N(C)C
**Energy relative to the best compared isomer or geometry (same formula, charge and spin)**: 17.6 kcal/mol
**E**: -8900.9323 eV

=====

Record 4
An isolated molecule of C5H10F2O in a non-equilibrium geometry, computed with the ωB97M-V functional and the def2-TZVPD basis.

Geometry as ORCA input:
```
! wB97M-V def2-TZVPD RIJCOSX def2/J DEFGRID3
* xyz 0 1
C 1.408 -1.517 0.043
C 0.744 -0.210 -0.442
C 1.440 1.021 0.129
C -0.765 -0.323 0.071
F -1.250 -1.468 -0.533
F -0.807 -0.536 1.425
C -1.682 0.860 -0.285
O -3.153 0.764 -0.107
H 2.369 -1.252 0.573
H 1.708 -2.178 -0.767
H 0.634 -2.064 0.614
H 0.580 -0.319 -1.605
H 1.621 0.918 1.302
H 2.457 1.126 -0.285
H 0.772 1.938 -0.113
H -1.402 1.035 -1.260
H -1.379 1.651 0.409
H -3.295 0.554 0.831
*
```

Summary:
**Strongest force on any atom**: 3.483 eV/Å
**Frontier orbital gap**: 11.48 eV
**SMILES string**: CC(C)C(F)(F)CO
**Energy relative to the best compared isomer or geometry (same formula, charge and spin)**: 30.4 kcal/mol
**E**: -12828.7850 eV

=====

Record 5
An isolated molecule of C21H29N5O, computed with the ωB97M-V functional and the def2-TZVPD basis.

Geometry as ORCA input:
```
! wB97M-V def2-TZVPD RIJCOSX def2/J DEFGRID3
* xyz 0 1
C 3.992 -2.733 -1.752
C 3.010 -2.921 -2.911
N 1.718 -3.424 -2.502
C 1.460 -4.827 -2.722
C 2.029 -5.751 -1.641
C 0.892 -2.665 -1.698
C -0.182 -3.226 -0.992
C -1.032 -2.457 -0.223
C -0.840 -1.086 -0.117
N -1.661 -0.248 0.648
C -2.675 -0.566 1.480
O -3.102 -1.680 1.706
C -3.296 0.680 2.126
N -2.343 1.762 2.222
C -2.958 3.069 2.379
C -1.846 4.098 2.665
N -0.590 3.617 2.146
C -0.246 3.736 0.827
C -0.875 4.637 -0.052
C -0.402 4.750 -1.340
C 0.681 3.979 -1.748
C 1.229 3.117 -0.819
N 0.786 2.990 0.419
C -0.125 2.465 2.895
C -1.318 1.547 3.231
C 0.223 -0.510 -0.805
C 1.068 -1.279 -1.576
H 3.581 -2.053 -1.011
H 4.198 -3.682 -1.265
H 4.929 -2.323 -2.123
H 3.432 -3.631 -3.626
H 2.883 -1.969 -3.440
H 0.380 -4.973 -2.805
H 1.895 -5.100 -3.690
H 1.690 -5.438 -0.657
H 1.701 -6.773 -1.817
H 3.115 -5.733 -1.654
H -0.370 -4.286 -1.026
H -1.845 -2.923 0.308
H -1.423 0.738 0.624
H -3.727 0.388 3.097
H -4.121 0.997 1.480
H -3.472 3.308 1.443
H -3.700 3.087 3.196
H -1.717 4.223 3.744
H -2.098 5.073 2.250
H -1.716 5.234 0.261
H -0.875 5.436 -2.029
H 1.075 4.047 -2.749
H 2.072 2.484 -1.067
H 0.363 2.807 3.814
H 0.607 1.950 2.274
H -1.006 0.503 3.204
H -1.705 1.757 4.243
H 0.390 0.555 -0.731
H 1.867 -0.777 -2.097
*
```

Summary:
**Strongest force on any atom**: 0.443 eV/Å
**Frontier orbital gap**: 7.74 eV
**SMILES string**: CCN(CC)c1ccc(NC(=O)CN2CCN(c3ccccn3)CC2)cc1
**Energy relative to the best compared isomer or geometry (same formula, charge and spin)**: 16.8 kcal/mol
**E**: -31746.1287 eV

=====

Record 6
The ion C7H11N2O with charge +1 in a non-equilibrium geometry, computed with the ωB97M-V functional and the def2-TZVPD basis.

Geometry as ORCA input:
```
! wB97M-V def2-TZVPD RIJCOSX def2/J DEFGRID3
* xyz 1 1
C -1.131 -0.799 -1.734
C -2.061 0.260 0.276
C 0.334 -0.669 -1.729
C 0.253 0.445 0.909
C -0.194 -1.962 -1.376
C 1.472 0.087 -2.148
C 1.042 1.230 3.036
N -2.078 -0.243 -0.867
N -1.036 0.553 1.191
O 1.205 0.741 1.688
H -1.582 -0.864 -2.726
H -3.035 0.549 0.659
H -0.123 -2.298 -0.351
H -0.100 -2.788 -2.074
H 2.384 -0.194 -1.621
H 1.298 1.162 -2.113
H 1.640 -0.178 -3.202
H 0.232 1.957 3.107
H 1.986 1.710 3.287
H 0.867 0.386 3.704
H -1.372 0.917 2.085
*
```

Summary:
**Strongest force on any atom**: 3.523 eV/Å
**Frontier orbital gap (alpha / beta)**: 7.49 / 7.49 eV
**Energy relative to the best compared isomer or geometry (same formula, charge and spin)**: 125.2 kcal/mol
**E**: -12453.0062 eV

=====

Record 7
A cluster of 11 separate species, C5H32N2O11 in total in a non-equilibrium geometry, computed with the ωB97M-V functional and the def2-TZVPD basis.

Geometry as ORCA input:
```
! wB97M-V def2-TZVPD RIJCOSX def2/J DEFGRID3
* xyz 0 1
C -0.773 -2.153 1.271
C 0.759 -2.305 1.306
C 1.605 -1.058 1.209
C 1.805 -0.222 2.560
N 1.018 -0.089 0.267
C 1.363 -0.041 -1.026
N 0.650 0.925 -1.853
O 2.114 -0.780 -1.626
H -1.038 -1.215 1.961
H -1.077 -1.690 0.300
H -1.349 -3.014 1.590
H 1.011 -3.064 0.528
H 1.073 -2.835 2.188
H 2.611 -1.245 0.743
H 1.499 -0.902 3.455
H 1.036 0.503 2.665
H 2.772 0.070 2.634
H 0.687 0.770 0.718
H 0.895 0.951 -2.830
H 0.695 1.829 -1.484
O -0.633 3.030 2.917
H -1.176 2.304 3.076
H -0.132 3.266 3.786
O -2.374 1.213 3.755
H -3.026 1.504 4.371
H -2.688 0.897 2.835
O 1.791 3.335 -2.117
H 1.033 3.832 -1.985
H 2.356 3.598 -1.382
O 0.811 -3.599 -1.811
H 0.647 -4.444 -1.361
H 1.817 -3.571 -1.879
O -3.821 -0.176 1.377
H -3.721 0.730 1.091
H -3.574 -0.771 0.766
O -0.163 3.226 0.441
H 0.704 3.628 0.790
H -0.817 3.132 1.101
O 3.363 -3.167 -1.068
H 3.888 -3.191 -0.196
H 2.981 -2.217 -1.252
O -0.320 -1.763 -3.279
H 0.569 -1.438 -3.066
H -0.352 -2.609 -2.802
O -2.129 0.231 -2.097
H -1.249 -0.200 -2.274
H -2.674 -0.237 -2.732
O -3.307 2.213 -0.313
H -3.509 2.906 -0.863
H -2.787 1.446 -0.729
*
```

Summary:
**Strongest force on any atom**: 5.889 eV/Å
**Frontier orbital gap**: 9.68 eV
**SMILES string**: CC[C@H](C)NC(N)=O.O.O.O.O.O.O.O.O.O.O
**Energy relative to the best compared isomer or geometry (same formula, charge and spin)**: 72.8 kcal/mol
**E**: -31206.8201 eV

=====

Record 8
The ion C3H6NO2 with charge -1 in a non-equilibrium geometry, computed with the ωB97M-V functional and the def2-TZVPD basis.

Geometry as ORCA input:
```
! wB97M-V def2-TZVPD RIJCOSX def2/J DEFGRID3
* xyz -1 1
O -1.727 -0.166 -2.475
C -1.333 -0.134 -1.323
N -0.286 0.632 -0.807
C 0.297 0.709 0.516
C 0.939 -0.637 1.028
O 1.740 -0.396 2.079
H -1.895 -0.577 -0.489
H 0.312 0.709 -1.624
H -0.626 0.953 1.240
H 1.070 1.405 0.480
H 1.441 -1.211 0.153
H 0.066 -1.286 1.222
*
```

Summary:
**Strongest force on any atom**: 4.240 eV/Å
**Frontier orbital gap**: 6.59 eV
**SMILES string**: O=CNCC[O-]
**Energy relative to the best compared isomer or geometry (same formula, charge and spin)**: 57.3 kcal/mol
**E**: -8792.7302 eV